Here is a molecular structure, C44H33AsO5PPdS from the OMol25 dataset. Energies are from wB97M-V/def2-TZVPD.

The geometry in XYZ format:
```
86
C44H33AsO5PPdS, DFT wB97M-V/def2-TZVPD
Pd -0.1864 -0.1296 -0.0819
S -0.8801 1.5480 1.4516
C -0.3578 1.0189 3.0328
C -0.2491 1.9916 4.0275
C 0.1911 1.6584 5.2906
C 0.5215 0.3443 5.5845
C 0.3865 -0.6321 4.6113
C -0.0624 -0.3200 3.3353
As -0.1491 -1.6230 1.8841
C -2.0608 -2.0876 1.9166
C -2.4594 -3.1385 1.0933
C -3.7954 -3.4672 0.9667
C -4.7551 -2.7348 1.6497
C -4.3709 -1.6832 2.4645
C -3.0304 -1.3610 2.5970
C 0.5431 -3.1942 2.8671
C -0.2846 -4.0218 3.6216
C 0.2452 -5.0873 4.3297
C 1.6060 -5.3447 4.2871
C 2.4359 -4.5332 3.5295
C 1.9067 -3.4686 2.8202
H -0.4964 3.0129 3.7749
H 0.2885 2.4268 6.0458
H 0.8913 0.0826 6.5661
H 0.6418 -1.6598 4.8410
H -1.6995 -3.6887 0.5456
H -4.0915 -4.2887 0.3274
H -5.8029 -2.9801 1.5421
H -5.1160 -1.1070 2.9977
H -2.7330 -0.5357 3.2372
H -1.3495 -3.8183 3.6672
H -0.4058 -5.7118 4.9275
H 2.0171 -6.1752 4.8451
H 3.4994 -4.7286 3.4969
H 2.5440 -2.8174 2.2346
O 0.5886 -2.7260 -2.8561
C -0.2670 -1.9005 -2.5641
O -0.8597 -1.7509 -1.4552
C -0.8476 -1.0392 -3.7080
C -0.9924 -1.6612 -4.9435
C -1.6570 -1.0420 -5.9846
C -2.1686 0.2334 -5.8069
C -2.0011 0.8791 -4.5970
C -1.3438 0.2545 -3.5382
P -1.0811 1.1381 -1.9561
C 0.1602 2.3921 -2.4783
C 1.4095 2.3542 -1.8707
C 2.3947 3.2561 -2.2345
C 2.1382 4.2217 -3.1926
C 0.8868 4.2808 -3.7864
C -0.0936 3.3725 -3.4338
C -2.5713 2.1708 -1.8197
C -3.8322 1.6280 -2.0737
C -4.9731 2.3761 -1.8579
C -4.8797 3.6699 -1.3656
C -3.6328 4.2051 -1.0799
C -2.4892 3.4609 -1.2930
H -0.5850 -2.6553 -5.0583
H -1.7835 -1.5475 -6.9329
H -2.6993 0.7281 -6.6098
H -2.4181 1.8672 -4.4643
H 1.6101 1.6063 -1.1115
H 3.3645 3.2186 -1.7581
H 2.9087 4.9286 -3.4725
H 0.6720 5.0455 -4.5216
H -1.0693 3.4373 -3.8896
H -3.9074 0.6136 -2.4433
H -5.9454 1.9490 -2.0646
H -5.7736 4.2545 -1.1940
H -3.5529 5.2064 -0.6784
H -1.5199 3.8728 -1.0504
O 3.8257 0.2404 -2.1324
C 4.6295 0.3700 -1.0601
C 5.9347 0.8364 -1.1974
C 6.7457 1.0177 -0.0937
C 6.2809 0.6977 1.1709
C 4.9885 0.2278 1.3133
C 4.1465 0.0721 0.2211
C 2.7075 -0.3347 0.4863
O 2.3782 -0.5298 1.6690
O 1.9541 -0.4018 -0.5140
H 4.3067 0.4386 -2.9450
H 6.3032 1.0721 -2.1903
H 7.7374 1.4275 -0.2274
H 6.9165 0.8300 2.0335
H 4.5742 -0.0077 2.2836
```

## Properties
**Multiplicity**: 1
**Energy relative to the best compared isomer or geometry (same formula, charge and spin)**: 18.4 kcal/mol
**Highest occupied orbital energy (spin up / spin down)**: -4.27 / -4.26 eV
**Frontier orbital gap (spin up / spin down)**: 6.119 / 6.134 eV
**F_max**: 2.5 eV Å⁻¹
**Calculated total energy**: -140846.999 eV
**Charge**: -1

=====

Here is a molecular structure, C44H33BaN4O2S2Sb from the OMol25 dataset. Energies are from wB97M-V/def2-TZVPD.

The geometry in XYZ format:
```
87
C44H33BaN4O2S2Sb, DFT wB97M-V/def2-TZVPD
Ba 1.4771 -1.4819 0.4836
O -0.1761 6.1322 -0.4440
C 0.0494 5.5664 0.6670
O 0.1978 6.0436 1.7720
C 0.5615 4.0634 0.5110
C 1.3228 3.5348 1.5499
C 1.7681 2.2346 1.3670
N 1.5946 1.5231 0.2614
C 0.9831 2.1341 -0.8006
C 0.4044 3.4350 -0.6952
C 0.9997 1.3256 -2.0100
C 0.8948 2.0138 -3.2097
C 0.9250 1.3642 -4.3906
C 1.1741 -0.0399 -4.3471
C 1.1788 -0.6510 -3.1518
N 1.1060 0.0099 -1.9683
C 2.7198 1.5553 2.3827
C 3.6219 2.3448 3.0764
C 4.3325 1.7728 4.1204
C 4.3105 0.3606 4.3079
C 3.3779 -0.3797 3.5259
N 2.5827 0.2053 2.5988
H 1.3307 4.0396 2.5066
H -0.1335 3.9018 -1.4767
H 0.6862 3.0648 -3.1980
H 0.7311 1.9449 -5.3004
H 1.2501 -0.6031 -5.2761
H 1.2829 -1.7275 -3.1356
H 3.6363 3.3793 2.9445
H 5.0993 2.3268 4.7174
H 4.9893 -0.0273 5.1082
H 3.2257 -1.5143 3.5699
C 4.2461 -0.4735 -1.3437
C 3.9889 -1.8267 -1.9735
C 4.5599 -2.1168 -3.2488
C 4.3411 -3.3183 -3.9068
C 3.4427 -4.2073 -3.3060
C 3.1103 -5.4452 -3.8415
C 2.0697 -6.1997 -3.2936
C 1.4573 -5.8033 -2.0674
C 1.9612 -4.6853 -1.3454
S 1.2056 -4.4272 0.2166
C 2.9172 -3.8692 -1.9809
N 3.1916 -2.6680 -1.3459
H 3.7465 -0.2627 -0.4306
H 3.7359 0.1727 -2.0909
H 5.3453 -0.3970 -1.1310
H 5.1542 -1.2967 -3.6522
H 4.7772 -3.5353 -4.8533
H 3.4738 -5.7229 -4.8469
H 1.6649 -7.0407 -3.7633
H 0.6845 -6.4148 -1.6128
S -0.4770 0.1105 3.0716
Sb -2.4080 0.3740 1.9757
C -3.0952 2.2084 1.5765
C -4.4304 2.5282 1.2573
C -4.9468 3.7721 1.5153
C -4.1507 4.8666 1.9117
C -2.8045 4.6153 2.0725
C -2.2476 3.2882 1.9063
C -4.0636 -0.6604 2.7756
C -4.1237 -2.0454 2.3250
C -5.2475 -2.8212 2.6824
C -6.2785 -2.2646 3.3391
C -6.1785 -1.0552 3.9101
C -5.0851 -0.2289 3.6671
C -2.1085 -0.5320 0.0504
C -2.3445 0.3308 -1.0285
C -2.0793 -0.2522 -2.2699
C -1.7140 -1.5359 -2.4930
C -1.4308 -2.3557 -1.3874
C -1.6664 -1.8317 -0.1024
H -5.1366 1.7564 0.9313
H -5.9761 3.9911 1.2667
H -4.4327 5.8560 2.2591
H -2.1412 5.3664 2.3142
H -1.2895 3.0819 2.1083
H -3.2635 -2.5769 1.8937
H -5.4110 -3.8291 2.3323
H -7.2249 -2.8214 3.4642
H -7.0629 -0.6941 4.4799
H -4.9901 0.7602 4.1320
H -2.6267 1.4129 -0.8094
H -2.1081 0.5045 -3.0801
H -1.6442 -1.8026 -3.5192
H -1.0061 -3.3807 -1.5463
H -1.3844 -2.4494 0.7694
```

## Properties
**Multiplicity**: 1
**Energy relative to the best compared isomer or geometry (same formula, charge and spin)**: 7.0 kcal/mol
**Highest occupied orbital energy**: -7.36 eV
**Frontier orbital gap**: 6.863 eV
**F_max**: 5.3 eV Å⁻¹
**Calculated total energy**: -85121.039 eV

=====

Here is a molecular structure, C44H33BrCl2IN6O2SSn from the OMol25 dataset. Energies are from wB97M-V/def2-TZVPD.

The geometry in XYZ format:
```
91
C44H33BrCl2IN6O2SSn, DFT wB97M-V/def2-TZVPD
Sn -0.7410 0.2773 -0.3861
O -2.3805 -1.1719 6.1826
C -3.2625 -1.6235 5.4243
O -4.0735 -2.5508 5.5804
C -3.3095 -0.9405 4.0488
C -2.8389 0.3531 3.8815
C -2.8232 0.9125 2.6118
N -3.1511 0.2253 1.5172
C -3.6048 -1.0142 1.6739
C -3.7532 -1.6114 2.9221
C -3.8435 -1.7958 0.4213
C -3.6244 -3.1718 0.4252
C -3.7985 -3.8816 -0.7472
C -4.1783 -3.1991 -1.8909
C -4.3495 -1.8267 -1.8035
N -4.1831 -1.1273 -0.6842
C -2.4264 2.3377 2.4022
C -2.5291 3.2676 3.4356
C -2.1858 4.5854 3.1911
C -1.7575 4.9480 1.9252
C -1.6831 3.9575 0.9584
N -1.9999 2.6875 1.1864
H -2.4510 0.8648 4.7522
H -4.1623 -2.6055 3.0405
H -3.2735 -3.6602 1.3225
H -3.6117 -4.9480 -0.7715
H -4.3206 -3.7106 -2.8336
H -4.6151 -1.2515 -2.6846
H -2.8963 2.9631 4.4050
H -2.2613 5.3228 3.9806
H -1.4758 5.9653 1.6894
H -1.3311 4.1822 -0.0416
Cl -2.0602 0.2352 -3.0725
C -0.8255 0.6547 -4.2337
C -1.1072 0.3558 -5.5561
C -0.1729 0.6357 -6.5360
C 1.0334 1.2082 -6.1703
C 1.2916 1.4900 -4.8407
Cl 2.8410 2.2031 -4.4814
C 0.3827 1.2220 -3.7980
S 0.8290 1.5906 -2.1428
H -2.0565 -0.0993 -5.8018
H -0.3783 0.4014 -7.5715
H 1.7889 1.4365 -6.9094
C 3.2774 -2.7370 -3.2413
C 3.3492 -3.1678 -1.9222
C 2.3176 -2.9146 -1.0290
C 1.1627 -2.2135 -1.4257
C 1.0949 -1.8266 -2.7693
C 2.1314 -2.0669 -3.6539
N 0.1488 -1.8639 -0.5442
C -0.0835 -2.7545 0.5092
C -0.1032 -4.1443 0.2904
C -0.3136 -5.0318 1.3283
C -0.5404 -4.5739 2.6265
C -0.5463 -3.2078 2.8578
C -0.3133 -2.3117 1.8166
H 4.0855 -2.9339 -3.9334
H 4.2241 -3.7075 -1.5775
H 2.3930 -3.2689 -0.0062
H 0.1952 -1.3467 -3.1169
H 2.0335 -1.7348 -4.6816
H 0.0562 -4.5114 -0.7168
H -0.3224 -6.0960 1.1217
H -0.7161 -5.2672 3.4385
H -0.7393 -2.8232 3.8525
H -0.3240 -1.2514 2.0368
Br 3.0309 6.9258 1.3762
C 3.5561 6.1018 -0.2448
C 4.2313 6.8864 -1.1705
C 4.6192 6.3432 -2.3847
C 4.3301 5.0181 -2.6747
C 3.6600 4.2358 -1.7482
C 3.2773 4.7687 -0.5206
I 2.2620 3.4981 0.7669
H 4.4437 7.9200 -0.9350
H 5.1428 6.9610 -3.1025
H 4.6113 4.5905 -3.6283
H 3.4012 3.2108 -1.9801
C 3.2746 -1.9894 2.8286
N 2.4035 -0.8643 2.5420
C 1.6892 -0.1280 3.4589
C 0.9065 0.7114 2.7321
N 1.1177 0.4881 1.3857
C 2.0262 -0.4613 1.3170
H 3.9013 -1.7570 3.6868
H 3.9058 -2.1746 1.9625
H 2.6815 -2.8797 3.0377
H 1.7817 -0.2842 4.5189
H 0.1931 1.4382 3.0840
H 2.4159 -0.8979 0.4110
```

## Properties
**Multiplicity**: 1
**Energy relative to the best compared isomer or geometry (same formula, charge and spin)**: 4.2 kcal/mol
**Highest occupied orbital energy**: -4.95 eV
**Frontier orbital gap**: 6.911 eV
**F_max**: 0.6 eV Å⁻¹
**Calculated total energy**: -179058.241 eV
**Charge**: -1

=====

Here is a molecular structure, C44H34BaBrCl2N9O2S2Se from the OMol25 dataset. Energies are from wB97M-V/def2-TZVPD.

The geometry in XYZ format:
```
96
C44H34BaBrCl2N9O2S2Se, DFT wB97M-V/def2-TZVPD
Ba 0.4037 0.1067 -1.2066
Cl 5.3754 4.9407 -3.6267
C 4.6487 3.4826 -3.0256
C 3.3148 3.4838 -2.6667
C 2.6785 2.3360 -2.1847
N 1.3875 2.3328 -1.7131
C 0.5279 3.2851 -2.0587
O 0.6171 4.1519 -2.9370
C -0.7100 3.2993 -1.2048
C -1.3595 4.5255 -1.0608
C -2.4916 4.6044 -0.2766
C -2.9595 3.4416 0.3169
C -2.2389 2.2733 0.1304
N -1.1361 2.1954 -0.6005
C 3.4430 1.1428 -2.0689
C 4.7909 1.1743 -2.4353
C 5.3924 2.3242 -2.9057
Cl 7.0699 2.2916 -3.3363
N 2.9186 0.0273 -1.4527
C 3.3704 -1.1726 -1.8029
O 3.8777 -1.5385 -2.8654
C 3.3638 -2.1627 -0.6623
C 4.6349 -2.6008 -0.2748
C 4.7522 -3.4749 0.7824
C 3.5916 -3.9261 1.3963
C 2.3809 -3.4609 0.9185
N 2.2564 -2.5904 -0.0740
H 2.7431 4.3935 -2.7543
H -0.9438 5.3842 -1.5659
H -3.0018 5.5455 -0.1207
H -3.8514 3.4474 0.9254
H -2.5548 1.3566 0.6049
H 5.3864 0.2806 -2.3267
H 5.4947 -2.2290 -0.8114
H 5.7229 -3.8087 1.1210
H 3.6354 -4.6199 2.2234
H 1.4545 -3.8073 1.3538
S -3.2046 -0.9576 -4.6980
C -1.7480 -0.5889 -5.5255
C -0.7167 -0.3249 -4.6795
C -1.0334 -0.4225 -3.3007
C -2.3445 -0.7660 -3.1428
C -3.0632 -0.9762 -1.9206
C -4.4568 -1.1768 -1.9178
C -5.1160 -1.3819 -0.7276
C -4.3844 -1.3826 0.4539
C -3.0194 -1.1599 0.3641
N -2.3696 -0.9754 -0.7717
H -1.7472 -0.6076 -6.6012
H 0.2746 -0.0884 -5.0356
H -4.9935 -1.1613 -2.8569
H -6.1886 -1.5304 -0.7121
H -4.8581 -1.5317 1.4134
H -2.4139 -1.1182 1.2581
Br -0.5514 -3.9441 -5.3368
C -0.2684 -4.5413 -3.5608
C -0.0266 -5.8891 -3.3380
C 0.1417 -6.2804 -2.0225
C 0.0619 -5.3266 -1.0188
C -0.1866 -4.0063 -1.3677
N -0.3492 -3.6322 -2.6248
H 0.0118 -6.5895 -4.1561
H 0.3221 -7.3191 -1.7844
H 0.1882 -5.6084 0.0135
H -0.2521 -3.2147 -0.6380
N 1.6034 2.0871 3.5496
C 2.6466 1.7438 2.7844
N 2.3656 1.2220 1.5731
S 4.2017 1.9130 3.3438
H 0.6483 1.8308 3.3097
H 1.7740 2.3766 4.4965
H 1.4471 1.3916 1.1890
H 3.1002 1.1452 0.8865
Se -1.7511 1.3941 3.6234
C -2.4395 3.1560 3.6473
C -3.7696 3.3621 3.9952
C -4.2935 4.6386 4.0163
C -3.4995 5.7287 3.6983
C -2.1771 5.5236 3.3426
C -1.6477 4.2490 3.3142
H -4.3886 2.5095 4.2433
H -5.3338 4.7876 4.2795
H -3.9054 6.7314 3.7347
H -1.5479 6.3641 3.0823
H -0.6179 4.0932 3.0244
C -0.3285 -3.2263 4.4773
C -1.0763 -3.8195 3.4706
C -1.0851 -3.2162 2.2234
N -0.4140 -2.1090 1.9436
C 0.2824 -1.5365 2.9102
C 0.3572 -2.0576 4.1963
H -0.2837 -3.6690 5.4644
H -1.6410 -4.7233 3.6567
H -1.6657 -3.6321 1.4069
H 0.8112 -0.6350 2.6361
H 0.9317 -1.5576 4.9598
```

## Properties
**Multiplicity**: 1
**Energy relative to the best compared isomer or geometry (same formula, charge and spin)**: 40.4 kcal/mol
**Highest occupied orbital energy**: -2.32 eV
**Frontier orbital gap**: 5.889 eV
**F_max**: 3.0 eV Å⁻¹
**Calculated total energy**: -246488.782 eV
**Charge**: -2

=====

Here is a molecular structure, C44H34Cl2N2O7PSV from the OMol25 dataset. Energies are from wB97M-V/def2-TZVPD.

The geometry in XYZ format:
```
92
C44H34Cl2N2O7PSV, DFT wB97M-V/def2-TZVPD
V 0.1246 -0.2692 0.0898
O 2.0227 1.3850 0.3542
N 1.9236 0.0285 0.1178
C 3.0867 -0.5489 0.1085
C 3.3720 -1.9554 0.1065
C 4.7201 -2.3530 0.0889
C 5.0707 -3.6825 0.1610
C 4.0931 -4.6657 0.2601
C 2.7606 -4.2967 0.2703
C 2.3906 -2.9599 0.1904
P 0.6211 -2.4931 0.1318
C 0.1952 -3.5128 -1.3141
C 0.8288 -3.1056 -2.4885
C 0.5718 -3.7568 -3.6781
C -0.3114 -4.8256 -3.7079
C -0.9348 -5.2378 -2.5428
C -0.6885 -4.5826 -1.3469
C 0.0043 -3.2139 1.6730
C -1.2871 -3.6974 1.8595
C -1.6843 -4.1417 3.1091
C -0.8154 -4.0798 4.1856
C 0.4552 -3.5505 4.0172
C 0.8615 -3.1164 2.7703
H 1.1457 1.8430 0.1790
H 3.9477 0.1147 0.1916
H 5.4895 -1.5987 0.0241
H 6.1102 -3.9703 0.1464
H 4.3681 -5.7084 0.3216
H 1.9812 -5.0445 0.3476
H 1.5406 -2.2834 -2.4536
H 1.0635 -3.4343 -4.5838
H -0.5036 -5.3390 -4.6389
H -1.6087 -6.0816 -2.5664
H -1.1796 -4.9105 -0.4455
H -1.9948 -3.7012 1.0452
H -2.6838 -4.5306 3.2410
H -1.1321 -4.4326 5.1561
H 1.1268 -3.4746 4.8609
H 1.8440 -2.6804 2.6359
C -5.2191 3.8462 0.1739
O -4.9381 3.4693 1.5037
C -3.8708 2.6807 1.7460
C -3.5608 2.4710 3.1073
C -2.4785 1.7205 3.4604
C -1.6347 1.1295 2.4977
C -0.4902 0.3445 2.8558
C -0.0792 0.1907 4.3063
O 0.2175 -0.2429 2.0141
C -1.9459 1.3439 1.1162
O -1.1972 0.9082 0.1706
C -3.0867 2.0960 0.7774
H -6.0155 4.5865 0.2394
H -5.5633 2.9924 -0.4173
H -4.3425 4.2947 -0.3017
H -4.1923 2.9277 3.8519
H -2.2612 1.5828 4.5075
H -0.1667 1.1287 4.8471
H 0.9532 -0.1559 4.3417
H -0.7062 -0.5593 4.7877
H -3.2790 2.2128 -0.2773
Cl -3.9259 -3.0661 -0.7606
C -3.0122 -2.1020 -1.8577
C -3.4198 -2.0053 -3.1843
C -2.6944 -1.2538 -4.0790
Cl -3.2116 -1.1641 -5.7265
C -1.5179 -0.5838 -3.6850
C -0.7083 0.1995 -4.5328
C 0.4225 0.7838 -4.0158
C 0.7462 0.5950 -2.6716
N 0.0083 -0.1287 -1.8461
C -1.1164 -0.7045 -2.3294
C -1.8641 -1.4633 -1.3835
O -1.4375 -1.5754 -0.1661
H -4.3093 -2.5288 -3.5013
H -0.9886 0.3375 -5.5656
H 1.0682 1.3854 -4.6371
H 1.6216 1.0846 -2.2585
O 4.0349 8.6588 -0.9485
C 3.3146 8.3308 0.1489
O 3.3627 9.0311 1.1254
C 2.5029 7.0973 0.0617
C 2.1509 6.4987 -1.1523
C 1.3478 5.3827 -1.1758
C 0.8878 4.8209 0.0169
S -0.1644 3.4532 -0.0246
C 1.2374 5.4142 1.2336
C 2.0261 6.5394 1.2530
H 3.9484 7.9974 -1.6447
H 2.4590 6.9250 -2.0996
H 1.0450 4.9369 -2.1125
H 0.8594 4.9793 2.1477
H 2.2859 7.0189 2.1862
```

## Properties
**Multiplicity**: 3
**Energy relative to the best compared isomer or geometry (same formula, charge and spin)**: 50.6 kcal/mol
**Highest occupied orbital energy (spin up / spin down)**: -6.49 / -6.49 eV
**Frontier orbital gap (spin up / spin down)**: 5.721 / 5.202 eV
**F_max**: 4.9 eV Å⁻¹
**Calculated total energy**: -134350.067 eV

=====

Among the records above, which one has the highest energy relative to the best compared isomer or geometry (same formula, charge and spin)? C44H34Cl2N2O7PSV

=====

Which of these has the highest F_max? C44H33BaN4O2S2Sb

=====

The highest F_max belongs to which entry? C44H33BaN4O2S2Sb